Model i:
29
Properties=species:S:1:pos:R:3:nbo_charge:R:1 method="wB97M-V/def2-TZVPD" lumo_energy_ev=1.0 spin_multiplicity=1 homo_lumo_gap_ev=9.949
C -0.678 1.635 1.057 -0.637
C 0.386 2.086 0.110 -0.018
C 1.729 1.822 0.413 -0.208
C 2.675 1.758 -0.608 -0.218
C 2.324 2.158 -1.885 -0.222
C 1.046 2.613 -2.160 -0.200
C 0.053 2.407 -1.199 -0.213
H -1.583 2.253 1.054 0.215
H -0.350 1.543 2.094 0.213
H -1.089 0.671 0.791 0.224
H 1.961 1.724 1.467 0.208
H 3.690 1.608 -0.260 0.218
H 3.031 2.102 -2.705 0.214
H 0.701 3.032 -3.097 0.215
H -0.998 2.449 -1.465 0.208
C -1.825 -2.730 1.457 -0.603
C -0.875 -1.762 0.716 -0.224
C 0.523 -2.325 0.529 -0.606
C -1.488 -1.483 -0.670 -0.618
H -2.262 -3.443 0.752 0.198
H -2.698 -2.216 1.853 0.208
H -1.240 -3.254 2.206 0.206
H -0.865 -0.860 1.301 0.194
H 0.477 -3.208 -0.108 0.203
H 1.195 -1.605 0.056 0.214
H 1.013 -2.550 1.473 0.204
H -2.564 -1.636 -0.677 0.208
H -1.131 -0.545 -1.102 0.212
H -1.155 -2.241 -1.390 0.205

---

Model ii:
29
Properties=species:S:1:pos:R:3:nbo_charge:R:1 method="wB97M-V/def2-TZVPD" lumo_energy_ev=1.0 spin_multiplicity=1 homo_lumo_gap_ev=10.027
C 1.512 -1.738 0.062 -0.641
C 0.059 -2.000 -0.134 -0.015
C -0.692 -2.612 0.918 -0.201
C -2.073 -2.787 0.825 -0.214
C -2.724 -2.363 -0.352 -0.229
C -2.043 -1.627 -1.274 -0.200
C -0.665 -1.516 -1.217 -0.215
H 2.009 -1.865 -0.898 0.219
H 2.034 -2.343 0.808 0.221
H 1.736 -0.730 0.419 0.220
H -0.162 -3.044 1.759 0.203
H -2.459 -2.882 1.823 0.218
H -3.801 -2.383 -0.184 0.215
H -2.519 -1.337 -2.209 0.213
H -0.098 -1.033 -2.005 0.205
C 1.229 3.497 0.428 -0.614
C 0.977 2.001 0.288 -0.208
C -0.194 1.440 1.129 -0.613
C 0.825 1.643 -1.233 -0.605
H 0.926 4.036 -0.477 0.205
H 2.300 3.668 0.487 0.212
H 0.666 3.904 1.265 0.212
H 1.878 1.432 0.552 0.184
H 0.113 0.433 1.414 0.212
H -0.304 1.939 2.109 0.201
H -1.152 1.505 0.608 0.211
H 1.821 1.891 -1.585 0.199
H 0.680 0.622 -1.535 0.204
H 0.118 2.250 -1.793 0.200

---

The data favor model i; the next most stable structure lies 45.1 kJ/mol above it.

---

Model i:
29
Properties=species:S:1:pos:R:3:nbo_charge:R:1 method="wB97M-V/def2-TZVPD" lumo_energy_ev=0.9 spin_multiplicity=1 homo_lumo_gap_ev=9.873
C 0.446 3.212 0.189 -0.640
C 0.341 2.269 -1.000 -0.012
C -0.901 2.189 -1.608 -0.222
C -1.053 1.311 -2.704 -0.198
C -0.010 0.494 -3.032 -0.230
C 1.234 0.445 -2.337 -0.197
C 1.399 1.370 -1.322 -0.220
H 0.752 2.753 1.117 0.224
H -0.399 3.896 0.180 0.219
H 1.207 3.976 -0.118 0.215
H -1.650 2.951 -1.353 0.210
H -1.993 1.335 -3.235 0.214
H -0.077 -0.282 -3.775 0.208
H 1.988 -0.286 -2.614 0.218
H 2.292 1.521 -0.735 0.210
C -1.495 -2.408 1.029 -0.618
C -0.264 -1.599 1.441 -0.232
C -0.120 -0.937 2.845 -0.618
C 0.824 -2.631 1.168 -0.618
H -2.487 -2.081 1.417 0.206
H -1.383 -3.472 1.317 0.198
H -1.756 -2.355 -0.053 0.219
H -0.245 -0.625 0.767 0.206
H -0.625 -1.473 3.660 0.217
H 0.957 -0.829 2.901 0.208
H -0.339 0.155 2.663 0.212
H 0.546 -3.667 1.466 0.204
H 1.045 -2.897 0.109 0.216
H 1.767 -2.336 1.616 0.200

---

Model ii:
29
Properties=species:S:1:pos:R:3:nbo_charge:R:1 method="wB97M-V/def2-TZVPD" lumo_energy_ev=0.8 spin_multiplicity=1 homo_lumo_gap_ev=9.542
C -0.860 0.472 -1.773 -0.633
C -1.414 -0.792 -1.277 -0.057
C -1.420 -1.879 -2.083 -0.187
C -1.498 -3.207 -1.639 -0.238
C -1.706 -3.335 -0.291 -0.180
C -1.601 -2.126 0.684 -0.213
C -1.623 -0.941 0.128 -0.204
H 0.294 0.405 -1.874 0.233
H -1.211 1.474 -1.152 0.210
H -1.343 0.691 -2.741 0.225
H -1.260 -1.689 -3.124 0.198
H -1.658 -3.949 -2.305 0.211
H -2.012 -4.267 0.283 0.210
H -1.793 -2.413 1.705 0.216
H -1.724 0.108 0.627 0.212
C 0.575 1.918 2.169 -0.630
C 1.159 1.424 0.837 -0.228
C 1.952 2.412 -0.037 -0.611
C 2.134 0.237 1.182 -0.586
H -0.401 2.396 2.181 0.214
H 1.384 2.587 2.640 0.206
H 0.526 1.176 3.052 0.214
H 0.354 1.136 0.111 0.219
H 2.729 2.820 0.480 0.196
H 2.260 2.291 -0.965 0.211
H 1.349 3.277 -0.161 0.197
H 1.463 -0.342 1.680 0.204
H 2.273 -0.278 0.062 0.182
H 3.072 0.394 1.602 0.209

---

The data favor model i; the next most stable structure lies 199.0 kJ/mol above it.

---

Model i:
40
Properties=species:S:1:pos:R:3:nbo_charge:R:1 method="wB97M-V/def2-TZVPD" lumo_energy_ev=-0.7 spin_multiplicity=1 homo_lumo_gap_ev=8.747
Ar -18.031 -8.365 -0.564 0.000
O -21.490 -7.310 -0.663 -0.946
H -21.271 -7.683 -1.517 0.489
H -21.481 -8.058 -0.066 0.452
O -18.080 -6.777 -3.544 -0.978
H -18.743 -7.467 -3.555 0.464
H -17.269 -7.227 -3.306 0.493
O -20.192 -11.431 -0.243 -0.944
H -20.068 -11.197 -1.163 0.475
H -21.102 -11.199 -0.057 0.480
O -19.618 -5.139 -1.426 -0.971
H -19.004 -5.697 -1.904 0.481
H -20.141 -5.748 -0.906 0.478
O -15.184 -6.414 1.148 -0.933
H -15.138 -5.494 1.410 0.482
H -14.347 -6.785 1.426 0.470
O -15.571 -7.741 -3.216 -0.957
H -15.294 -8.246 -2.452 0.500
H -15.133 -8.164 -3.955 0.468
O -17.123 -6.908 3.074 -0.982
H -17.913 -7.116 2.575 0.477
H -16.421 -6.908 2.424 0.478
O -18.035 -11.909 1.570 -0.963
H -17.692 -12.762 1.304 0.471
H -18.783 -11.760 0.992 0.493
O -14.906 -9.116 -0.739 -0.968
H -14.153 -9.202 -0.155 0.480
H -15.087 -10.010 -1.031 0.482
O -19.762 -6.763 2.005 -0.928
H -20.510 -6.487 2.534 0.477
H -20.012 -7.621 1.663 0.460
O -15.847 -10.024 1.810 -0.979
H -15.679 -9.625 0.956 0.462
H -16.668 -10.503 1.694 0.491
O -15.842 -11.283 -1.945 -0.925
H -14.958 -11.632 -1.833 0.475
H -15.880 -11.018 -2.864 0.482
O -20.558 -8.432 -3.193 -0.949
H -20.749 -9.357 -3.037 0.471
H -20.780 -8.294 -4.114 0.493

---

Model ii:
40
Properties=species:S:1:pos:R:3:nbo_charge:R:1 method="wB97M-V/def2-TZVPD" lumo_energy_ev=0.0 spin_multiplicity=1 homo_lumo_gap_ev=9.794
Ar -0.038 0.352 -0.064 0.000
O 2.661 2.404 -2.663 -0.965
H 1.761 2.081 -2.713 0.486
H 3.203 1.622 -2.768 0.468
O -1.009 -1.807 -2.471 -0.962
H -1.388 -1.797 -1.592 0.518
H -1.337 -2.616 -2.864 0.476
O 0.801 1.809 2.383 -0.949
H 1.581 2.295 2.115 0.486
H 0.647 2.084 3.287 0.494
O -3.573 0.758 0.790 -0.972
H -4.236 1.223 0.279 0.466
H -2.847 1.378 0.861 0.499
O -3.045 -1.826 -0.394 -0.986
H -3.817 -2.391 -0.434 0.471
H -3.370 -0.999 -0.039 0.509
O 2.480 -0.262 2.638 -0.956
H 1.858 0.291 2.166 0.495
H 2.867 0.317 3.295 0.480
O 0.620 -2.002 3.473 -0.990
H 1.256 -1.330 3.225 0.474
H 0.301 -2.350 2.641 0.480
O 0.279 -3.142 0.919 -0.969
H -0.423 -3.779 1.051 0.470
H 0.667 -3.384 0.078 0.498
O 0.104 1.246 -2.994 -0.966
H -0.779 1.342 -3.350 0.481
H 0.221 0.301 -2.895 0.496
O -1.793 2.699 1.700 -0.984
H -1.792 3.100 0.831 0.483
H -0.888 2.418 1.835 0.484
O -1.582 4.229 -0.601 -0.941
H -1.289 3.595 -1.257 0.481
H -0.802 4.746 -0.402 0.484
O 3.418 -0.620 -0.114 -0.961
H 3.490 -1.538 -0.375 0.471
H 3.048 -0.649 0.768 0.481
O 1.226 -3.143 -1.913 -0.975
H 1.118 -3.975 -2.372 0.463
H 0.402 -2.679 -2.060 0.482

---

Model iii:
40
Properties=species:S:1:pos:R:3:nbo_charge:R:1 method="wB97M-V/def2-TZVPD" lumo_energy_ev=-0.3 spin_multiplicity=1 homo_lumo_gap_ev=9.055
Ar 0.249 0.064 -0.016 0.000
O -0.803 1.744 -3.076 -0.966
H -1.220 1.736 -3.937 0.464
H -0.667 0.820 -2.866 0.495
O 1.992 -2.483 -2.305 -0.970
H 1.615 -2.717 -1.456 0.494
H 2.139 -3.322 -2.741 0.473
O -0.976 -0.109 3.806 -0.959
H -0.081 -0.103 3.467 0.485
H -1.331 0.745 3.561 0.469
O 3.975 0.224 1.098 -0.978
H 3.296 0.899 1.112 0.494
H 4.323 0.254 0.206 0.481
O 0.703 -3.454 -0.005 -0.955
H 0.908 -4.351 -0.267 0.486
H 1.218 -3.312 0.790 0.499
O 2.437 2.593 1.892 -0.958
H 2.867 2.608 2.746 0.479
H 2.457 3.503 1.596 0.487
O -2.721 -1.055 -1.696 -0.980
H -2.185 -1.292 -2.453 0.477
H -2.379 -1.591 -0.982 0.493
O -2.975 1.078 0.203 -0.985
H -3.770 0.747 0.621 0.472
H -2.917 0.593 -0.620 0.506
O -0.257 -1.023 -2.902 -0.980
H -0.515 -1.280 -3.788 0.471
H 0.674 -1.241 -2.851 0.513
O -0.982 3.191 1.092 -0.953
H -1.556 2.425 1.111 0.495
H -0.107 2.832 0.945 0.472
O 1.953 -0.509 3.250 -0.964
H 2.166 -0.121 4.098 0.472
H 2.729 -0.351 2.712 0.494
O -2.091 -2.890 0.480 -0.962
H -1.945 -2.388 1.281 0.482
H -1.213 -3.057 0.138 0.487
O -1.716 3.910 -1.502 -0.986
H -1.578 3.520 -0.639 0.479
H -1.714 3.166 -2.104 0.478

---

The data favor model iii; the next most stable structure lies 24.5 kJ/mol above it.

---

Model i:
12
Properties=species:S:1:pos:R:3:nbo_charge:R:1 method="wB97M-V/def2-TZVPD" lumo_energy_ev=4.2 spin_multiplicity=1 homo_lumo_gap_ev=8.223 charge=-1
C 0.659 -1.697 0.329 -0.405
C -0.325 -0.987 0.776 -0.569
P -1.163 0.246 -0.296 2.132
C 0.630 1.612 -0.352 -0.968
O -1.449 -0.401 -1.597 -1.168
O -2.289 0.948 0.353 -1.168
H 1.365 -2.393 0.851 0.176
H 0.833 -1.437 -0.742 0.196
H -0.450 -1.131 1.789 0.187
H 0.081 2.354 -0.945 0.204
H 0.736 1.833 0.667 0.193
H 1.373 1.054 -0.834 0.191

---

Model ii:
12
Properties=species:S:1:pos:R:3:nbo_charge:R:1 method="wB97M-V/def2-TZVPD" lumo_energy_ev=4.3 spin_multiplicity=1 homo_lumo_gap_ev=8.617 charge=-1
O 1.225 -0.281 2.740 -1.175
P 0.637 -1.093 1.520 2.137
O 0.579 -2.567 1.676 -1.161
C 1.171 -0.293 -0.077 -0.788
C -0.120 0.534 -0.198 -0.422
C -0.968 -0.369 0.691 -0.773
H 1.331 -1.103 -0.883 0.205
H 2.168 0.400 -0.127 0.201
H 0.053 1.484 0.204 0.199
H -0.319 0.686 -1.304 0.175
H -1.778 -0.039 1.198 0.197
H -1.352 -1.213 0.203 0.204

---

The data favor model ii; the next most stable structure lies 72.6 kJ/mol above it.

---

Model i:
16
Properties=species:S:1:pos:R:3:nbo_charge:R:1 method="wB97M-V/def2-TZVPD" lumo_energy_ev=4.0 spin_multiplicity=1 homo_lumo_gap_ev=8.584 charge=-1
C 0.946 -2.191 -0.108 -0.714
C -0.397 -2.218 0.595 0.691
O -0.708 -3.010 1.468 -0.660
N -1.349 -1.414 -0.013 -0.858
H -2.115 -1.126 0.593 0.373
H -0.962 -0.535 -0.398 0.443
H 1.753 -1.900 0.565 0.237
H 0.869 -1.552 -0.976 0.234
H 1.194 -3.232 -0.327 0.214
C -0.099 3.396 -0.899 -0.747
C 0.456 2.006 -0.429 0.787
O -0.425 1.118 -0.285 -0.839
O 1.679 1.902 -0.272 -0.754
H -0.909 3.065 -1.562 0.203
H 0.616 3.908 -1.552 0.192
H -0.454 4.148 -0.200 0.199

---

Model ii:
16
Properties=species:S:1:pos:R:3:nbo_charge:R:1 method="wB97M-V/def2-TZVPD" lumo_energy_ev=4.1 spin_multiplicity=1 homo_lumo_gap_ev=8.719 charge=-1
C 2.485 -0.237 -2.047 -0.771
C 1.051 -0.185 -1.349 0.783
O 0.574 0.861 -0.983 -0.763
O 0.427 -1.275 -1.204 -0.822
H 3.041 0.548 -1.451 0.224
H 2.403 0.062 -3.053 0.201
H 2.713 -1.284 -2.280 0.221
C -1.468 1.251 1.244 -0.733
C -1.807 -0.119 1.725 0.670
O -2.537 -0.147 2.667 -0.682
N -1.125 -1.165 1.210 -0.841
H -1.055 -1.975 1.557 0.359
H -0.701 -1.030 0.203 0.451
H -0.635 1.628 1.930 0.215
H -2.326 1.876 1.563 0.214
H -1.039 1.191 0.267 0.276

---

The data favor model i; the next most stable structure lies 108.9 kJ/mol above it.

---

Model i:
16
Properties=species:S:1:pos:R:3:nbo_charge:R:1 method="wB97M-V/def2-TZVPD" lumo_energy_ev=3.7 spin_multiplicity=1 homo_lumo_gap_ev=7.128 charge=-1
O 0.756 -0.845 -0.944 -0.716
C 0.060 -0.519 0.003 0.616
C 0.683 -0.457 1.415 -0.511
C 1.684 0.828 1.535 -0.072
O 2.960 0.565 0.805 -0.739
N -1.218 -0.314 -0.075 -0.688
C -2.068 -0.069 -1.596 0.206
O -3.122 0.570 -1.343 -0.860
H 0.023 -0.264 2.282 0.191
H 1.324 -1.335 1.769 0.213
H 1.090 1.583 1.050 0.164
H 2.001 1.129 2.572 0.166
H 2.568 0.631 -0.059 0.477
H -1.752 0.070 0.687 0.370
H -2.263 -1.115 -1.838 0.085
H -1.373 0.474 -2.228 0.099

---

Model ii:
16
Properties=species:S:1:pos:R:3:nbo_charge:R:1 method="wB97M-V/def2-TZVPD" lumo_energy_ev=3.6 spin_multiplicity=1 homo_lumo_gap_ev=7.845 charge=-1
C -1.789 2.117 -0.408 -0.751
C -2.552 0.776 -0.657 0.764
O -1.845 0.024 -1.398 -0.821
O -3.619 0.529 -0.096 -0.750
H -2.038 2.919 0.301 0.183
H -1.911 2.827 -1.213 0.199
H -0.714 1.988 -0.294 0.181
C 1.390 -2.313 0.138 -0.732
C 2.078 -1.193 0.796 0.670
O 3.050 -1.138 1.551 -0.648
N 1.571 0.089 0.543 -0.838
H 2.068 0.931 0.752 0.393
H 0.670 0.216 0.102 0.407
H 2.184 -2.964 -0.245 0.235
H 0.713 -1.839 -0.611 0.262
H 0.746 -2.969 0.740 0.247

---

The data favor model ii; the next most stable structure lies 185.6 kJ/mol above it.